(1)
The following is a quantum chemistry calculation of a 2-piece molecular cluster, C2H7BrSi overall in a non-equilibrium geometry, from OMol25.

Each atom is followed by the atoms it is bonded to, with distances in Å.
Positions of all 11 atoms, in Å:
1 C -0.1282 -1.5436 0.1830  C2 1.331, H4 0.994, H5 1.034
2 C -0.3124 -0.2513 0.4420  C1 1.331, Si3 1.870, H6 1.010
3 Si -1.5156 0.9209 -0.3805  C2 1.870, H7 1.567, H8 1.411, H9 1.604
4 H 0.3960 -2.1287 0.7922  C1 0.994
5 H -0.6243 -1.9906 -0.6063  C1 1.034
6 H 0.1884 0.1694 1.2112  C2 1.010
7 H -2.6026 1.4113 0.6368  Si3 1.567
8 H -0.9891 2.2206 -0.5386  Si3 1.411
9 H -2.1757 0.1726 -1.6368  Si3 1.604
10 Br 4.4082 0.0338 -0.2343  H11 1.466
11 H 3.3551 0.9857 0.1313  Br10 1.466

HOMO level = -10.2 eV
Kohn-Sham gap = 10.7 eV
Energy = -80105.5016 eV
E_LUMO = 0.55 eV
ΔE to the lowest compared entry with this formula, charge and spin = 275.7 kJ/mol

Atom charges from the natural (NBO) analysis, given in e for atoms 1 to 4:
1. C -0.303
2. C -0.612
3. Si 0.826
4. H 0.183

(2)
The following is a quantum chemistry calculation of a 2-piece molecular cluster, C9H14O overall in a non-equilibrium geometry, from OMol25.

Each atom is followed by the atoms it is bonded to, with distances in Å.
Positions of all 24 atoms, in Å:
1 C -0.5597 2.8259 2.8730  C2 1.566, H3 1.125, H4 1.137, H5 1.152
2 C -0.7938 1.3600 3.3713  C1 1.566, H6 1.126, H7 1.056, H8 1.111
3 H 0.2254 3.4197 3.4185  C1 1.125
4 H -0.3308 2.8220 1.7593  C1 1.137
5 H -1.6595 3.1652 2.9160  C1 1.152
6 H -0.0625 0.7411 2.7791  C2 1.126
7 H -0.5934 1.4117 4.4071  C2 1.056
8 H -1.8238 1.0652 3.0790  C2 1.111
9 C -1.2193 0.8296 -2.9716  C13 1.485, H21 1.125, H22 1.017, H24 1.050
10 C 1.4134 -0.1342 -0.3742  C11 1.391, C12 1.408, H17 1.062
11 C 0.6844 0.4897 -1.3808  C10 1.391, C13 1.424, H18 1.153
12 C 0.9608 -1.4134 0.0011  C10 1.408, C14 1.435, O16 1.370
13 C -0.6126 0.1065 -1.8254  C9 1.485, C11 1.424, C15 1.420
14 C -0.3785 -1.8142 -0.3204  C12 1.435, C15 1.357, H20 1.071
15 C -1.1191 -1.0336 -1.1471  C13 1.420, C14 1.357, H23 1.067
16 O 1.8043 -2.3290 0.5731  C12 1.370, H19 0.985
17 H 2.3567 0.2695 -0.1018  C10 1.062
18 H 1.1960 1.4706 -1.7045  C11 1.153
19 H 2.6604 -1.8421 0.5513  O16 0.985
20 H -0.6910 -2.6770 0.2324  C14 1.071
21 H -0.3308 0.8432 -3.6622  C9 1.125
22 H -1.5248 1.7967 -2.9014  C9 1.017
23 H -2.0947 -1.3935 -1.3866  C15 1.067
24 H -2.0147 0.2422 -3.3261  C9 1.050

HOMO level (alpha / beta) = 1.2 / -3.5 eV
Kohn-Sham gap (alpha / beta) = 2.7 / 7.1 eV
Energy = -11604.6226 eV
Total charge = -1
Expectation value of S² = 0.76
Multiplicity = 2
E_LUMO (alpha / beta) = 3.82 / 3.65 eV
ΔE to the lowest compared entry with this formula, charge and spin = 163.6 kJ/mol

Atom charges from the natural (NBO) analysis, given in e for atoms 1 to 4:
1. C -0.655
2. C -0.643
3. H 0.195
4. H 0.218

(3)
The following is a quantum chemistry calculation of the molecule C3H4N2OS in a non-equilibrium geometry, from OMol25.

Each atom is followed by the atoms it is bonded to, with distances in Å.
Positions of all 11 atoms, in Å:
1 C 1.4764 0.6937 1.2175  C2 1.487, H8 1.112, H9 1.139, H10 1.041
2 C 0.3631 0.1617 0.3869  C1 1.487, N3 1.699, S7 1.647
3 N 0.4984 -0.4043 -1.2095  C2 1.699, C4 1.334
4 C -0.7554 -0.6561 -1.5880  N3 1.334, O5 1.216, N6 1.439
5 O -1.1606 -1.1745 -2.6109  C4 1.216
6 N -1.7790 -0.3649 -0.6192  C4 1.439, S7 1.610, H11 1.087
7 S -1.2042 -0.0454 0.8499  C2 1.647, N6 1.610
8 H 1.9907 -0.0147 1.9032  C1 1.112
9 H 1.1243 1.5588 1.8697  C1 1.139
10 H 2.1930 1.0820 0.5704  C1 1.041
11 H -2.7467 -0.8363 -0.7699  N6 1.087

HOMO level = -8.9 eV
Kohn-Sham gap = 8.2 eV
Energy = -19036.2214 eV
E_LUMO = -0.74 eV
ΔE to the lowest compared entry with this formula, charge and spin = 272.8 kJ/mol

Atom charges from the natural (NBO) analysis, given in e for atoms 1 to 4:
1. C -0.694
2. C -0.006
3. N -0.472
4. C 0.669

(4)
The following is a quantum chemistry calculation of a 10-piece molecular cluster, C27H39F9N6O9 overall in a non-equilibrium geometry, from OMol25.

Each atom is followed by the atoms it is bonded to, with distances in Å.
Positions of all 90 atoms, in Å:
1 C 4.0107 -7.7320 -2.2296  C2 1.479, H10 1.090, H11 1.090, H12 1.090
2 C 4.5541 -7.1736 -3.4873  C1 1.479, O3 1.459, H13 1.090, H14 1.090
3 O 5.2843 -5.9801 -3.0747  C2 1.459, C4 1.459
4 C 5.8196 -5.0903 -4.0999  O3 1.459, O5 1.234, C6 1.594
5 O 5.4937 -5.0095 -5.2876  C4 1.234
6 C 6.7200 -3.9364 -3.4688  C4 1.594, F7 1.310, F8 1.317, F9 1.351
7 F 6.7799 -4.1522 -2.1779  C6 1.310
8 F 7.9300 -4.0813 -3.9695  C6 1.317
9 F 6.2644 -2.6783 -3.6517  C6 1.351
10 H 4.9058 -8.0452 -1.6923  C1 1.090
11 H 3.4176 -8.6038 -2.5060  C1 1.090
12 H 3.3448 -7.0571 -1.6917  C1 1.090
13 H 3.7250 -7.1538 -4.1946  C2 1.090
14 H 5.2187 -7.9276 -3.9092  C2 1.090
15 C 0.8761 -0.4217 -5.3478  C16 1.479, H24 1.090, H25 1.090, H26 1.090
16 C 0.1347 -1.1308 -6.4134  C15 1.479, O17 1.359, H27 1.090, H28 1.090
17 O -0.6616 -2.1068 -5.9036  C16 1.359, C18 1.382
18 C -0.8128 -3.2942 -6.5935  O17 1.382, O19 1.199, C20 1.488
19 O -0.6021 -3.4665 -7.7611  C18 1.199
20 C -1.4201 -4.3835 -5.7814  C18 1.488, F21 1.359, F22 1.355, F23 1.299
21 F -1.3295 -4.1158 -4.4520  C20 1.359
22 F -2.7313 -4.3177 -6.1170  C20 1.355
23 F -0.9381 -5.5865 -5.8707  C20 1.299
24 H 0.2213 0.1431 -4.6841  C15 1.090
25 H 1.6423 0.2642 -5.7090  C15 1.090
26 H 1.3998 -1.0994 -4.6736  C15 1.090
27 H 0.9498 -1.4933 -7.0397  C16 1.090
28 H -0.5140 -0.4934 -7.0142  C16 1.090
29 C -3.4783 7.6004 1.7130  C30 1.518, H38 1.090, H39 1.090, H40 1.090
30 C -2.7849 8.5652 2.6582  C29 1.518, O31 1.385, H41 1.090, H42 1.090
31 O -1.4279 8.5914 2.3843  C30 1.385, C32 1.403
32 C -0.9548 9.4288 1.3634  O31 1.403, O33 1.275, C34 1.549
33 O -1.6267 9.9705 0.4252  C32 1.275
34 C 0.5874 9.3152 1.2782  C32 1.549, F35 1.364, F36 1.375, F37 1.351
35 F 1.1560 10.5554 1.2767  C34 1.364
36 F 1.2879 8.6478 2.2551  C34 1.375
37 F 0.8258 8.7371 0.0810  C34 1.351
38 H -4.5321 7.6559 1.9861  C29 1.090
39 H -3.2187 6.5640 1.9291  C29 1.090
40 H -3.3520 7.8072 0.6503  C29 1.090
41 H -2.9463 8.1785 3.6644  C30 1.090
42 H -3.1915 9.5756 2.6162  C30 1.090
43 C -4.7313 -0.1777 0.8474  O44 1.463, H49 1.090, H50 1.090, H51 1.090
44 O -3.6378 -1.1461 0.9269  C43 1.463, C45 1.305
45 C -2.3988 -0.8158 0.6851  O44 1.305, O46 1.205, O47 1.306
46 O -1.9673 0.2950 0.5070  C45 1.205
47 O -1.6998 -1.8962 0.9060  C45 1.306, C48 1.424
48 C -0.2981 -1.9853 0.6740  O47 1.424, H52 1.090, H53 1.090, H54 1.090
49 H -4.4288 0.7218 1.3835  C43 1.090
50 H -5.6736 -0.5602 1.2396  C43 1.090
51 H -4.8511 0.0911 -0.2021  C43 1.090
52 H -0.0149 -2.0924 -0.3731  C48 1.090
53 H 0.0146 -2.9446 1.0862  C48 1.090
54 H 0.2104 -1.0843 1.0170  C48 1.090
55 C 9.2545 -6.0104 2.1245  C56 1.472, H58 1.090, H59 1.090, H60 1.090
56 C 7.8884 -5.5498 2.4208  C55 1.472, N57 1.132
57 N 6.8267 -5.1922 2.5821  C56 1.132
58 H 9.5811 -7.0217 2.3668  C55 1.090
59 H 9.9237 -5.3585 2.6859  C55 1.090
60 H 9.4822 -5.9175 1.0626  C55 1.090
61 C -6.8242 2.0871 -6.6791  C62 1.408, H64 1.090, H65 1.090, H66 1.090
62 C -7.5017 2.0849 -5.4448  C61 1.408, N63 1.156
63 N -8.1005 2.1193 -4.4564  C62 1.156
64 H -6.4992 1.1043 -7.0206  C61 1.090
65 H -5.8764 2.6233 -6.6313  C61 1.090
66 H -7.4905 2.6249 -7.3536  C61 1.090
67 C -7.7757 6.7733 8.3917  C68 1.384, H70 1.090, H71 1.090, H72 1.090
68 C -7.6473 5.9248 7.3063  C67 1.384, N69 1.201
69 N -7.4635 5.1647 6.3942  C68 1.201
70 H -7.5812 6.0860 9.2150  C67 1.090
71 H -8.7569 7.2479 8.3778  C67 1.090
72 H -7.0533 7.5890 8.4226  C67 1.090
73 C 7.3508 1.1923 2.6441  C74 1.396, H76 1.090, H77 1.090, H78 1.090
74 C 8.2792 0.3828 3.3010  C73 1.396, N75 1.122
75 N 8.9738 -0.3348 3.8131  C74 1.122
76 H 6.5149 0.6002 2.2716  C73 1.090
77 H 7.8416 1.5546 1.7408  C73 1.090
78 H 7.0560 2.0198 3.2894  C73 1.090
79 C 0.6620 3.9360 4.4116  C80 1.455, H82 1.090, H83 1.090, H84 1.090
80 C 1.6895 3.1942 5.1270  C79 1.455, N81 1.166
81 N 2.5079 2.6413 5.7460  C80 1.166
82 H 0.7590 3.9055 3.3264  C79 1.090
83 H 0.8380 4.9838 4.6548  C79 1.090
84 H -0.3106 3.4952 4.6304  C79 1.090
85 C -5.3154 -5.7765 4.6302  C86 1.501, H88 1.090, H89 1.090, H90 1.090
86 C -5.9133 -7.1199 4.3283  C85 1.501, N87 1.139
87 N -6.4713 -8.0871 4.1041  C86 1.139
88 H -5.0642 -5.7897 5.6907  C85 1.090
89 H -5.9383 -4.9450 4.3004  C85 1.090
90 H -4.3961 -5.7064 4.0488  C85 1.090

HOMO level = -10.8 eV
Kohn-Sham gap = 10.8 eV
Energy = -80451.7057 eV
E_LUMO = 0.01 eV

Atom charges from the Mulliken analysis, given in e for atoms 1 to 4:
1. C -1.189
2. C -0.174
3. O -0.173
4. C 0.294